*A*
{"formula": "C3H7NOS", "method": "the ωB97M-V functional and the def2-TZVPD basis", "charge": 0, "homo_lumo_gap_ev": [8.7, 8.7], "e_homo_ev": [-8.1, -8.1], "elements": ["S", "O", "N", "C", "C", "C", "H", "H", "H", "H", "H", "H", "H"], "coordinates": [[1.57, 0.54, -0.52], [2.31, 0.35, 0.69], [0.67, -0.85, -0.81], [-0.36, 1.90, 0.02], [-1.55, 1.40, 0.03], [0.40, -1.77, 0.26], [-2.40, 1.94, 0.11], [0.09, 2.82, 0.17], [-1.68, 0.41, -0.37], [0.90, -2.75, 0.28], [-0.54, -2.17, 0.32], [0.66, -1.23, 1.17], [-0.07, -0.61, -1.36]]}


*B*
{"formula": "C3H7NOS", "method": "the ωB97M-V functional and the def2-TZVPD basis", "charge": 0, "homo_lumo_gap_ev": 9.8, "e_homo_ev": -9.0, "smiles": "C[C@@H](O)/C=N\\S", "elements": ["S", "O", "N", "C", "C", "C", "H", "H", "H", "H", "H", "H", "H"], "coordinates": [[-0.76, -2.49, 0.90], [-1.29, 0.29, 0.73], [0.30, -1.96, -0.34], [0.35, 1.77, -0.32], [0.57, -0.73, -0.48], [0.08, 0.43, 0.37], [-0.04, 2.62, 0.31], [-0.19, 1.79, -1.29], [0.61, 0.43, 1.32], [-0.52, -3.80, 0.68], [1.28, -0.49, -1.29], [-1.81, 0.22, -0.07], [1.42, 1.90, -0.52]]}


*C*
{"formula": "C3H7NOS", "method": "the ωB97M-V functional and the def2-TZVPD basis", "charge": 0, "homo_lumo_gap_ev": 9.7, "e_homo_ev": -9.3, "elements": ["S", "O", "N", "C", "C", "C", "H", "H", "H", "H", "H", "H", "H"], "coordinates": [[-0.28, -0.60, -1.71], [1.84, 0.93, 0.43], [-1.23, -0.03, -0.28], [-0.47, 0.04, 0.73], [0.95, -0.30, 0.55], [-0.89, 0.50, 2.12], [1.05, -0.95, -0.51], [-1.22, -0.24, 3.17], [1.50, -0.82, 1.48], [2.34, 0.94, -0.57], [-1.28, -0.47, -2.70], [-1.74, 1.38, 2.16], [0.25, 1.07, 2.43]]}


Stability ranking, top and bottom: *B* is the most stable and *C* is the least stable.


*A*
{"formula": "C3H7NOS", "method": "the ωB97M-V functional and the def2-TZVPD basis", "charge": 0, "homo_lumo_gap_ev": 8.8, "e_homo_ev": -8.8, "elements": ["S", "O", "N", "C", "C", "C", "H", "H", "H", "H", "H", "H", "H"], "coordinates": [[-0.91, -1.17, 2.18], [0.03, 1.53, -1.84], [-0.30, -1.77, 0.70], [0.84, 0.24, -0.05], [-0.15, 1.33, -0.31], [0.37, -1.17, -0.31], [0.48, -1.81, -1.18], [1.44, 0.17, 0.92], [-1.34, 1.48, -2.10], [-1.17, 1.01, -0.12], [1.76, 0.40, -0.60], [0.14, 2.25, 0.19], [-1.21, -2.47, 2.54]]}


*B*
{"formula": "C3H7NOS", "method": "the ωB97M-V functional and the def2-TZVPD basis", "charge": 0, "homo_lumo_gap_ev": 10.2, "e_homo_ev": -9.4, "smiles": "CO/N=C\\CS", "elements": ["S", "O", "N", "C", "C", "C", "H", "H", "H", "H", "H", "H", "H"], "coordinates": [[2.96, -0.48, -0.36], [-1.23, -0.31, 0.35], [-0.68, 0.75, -0.37], [1.50, -0.06, 0.62], [-2.42, -0.59, -0.34], [0.58, 0.87, -0.10], [3.59, 0.70, -0.10], [1.81, 0.48, 1.54], [-3.10, -1.08, 0.33], [1.16, 1.74, -0.46], [0.94, -1.01, 0.81], [-2.83, 0.28, -0.77], [-2.27, -1.28, -1.13]]}


Stability ranking, top and bottom: *B* is the most stable and *A* is the least stable.


*A*
{"formula": "C3H7NOS", "method": "the ωB97M-V functional and the def2-TZVPD basis", "charge": 0, "homo_lumo_gap_ev": 9.8, "e_homo_ev": -9.0, "smiles": "OCC/C=N\\S", "elements": ["S", "O", "N", "C", "C", "C", "H", "H", "H", "H", "H", "H", "H"], "coordinates": [[-2.64, -0.68, 0.15], [0.63, -1.59, -0.43], [-1.83, 0.63, -0.67], [1.33, -0.41, 0.01], [-0.64, 1.01, -0.42], [0.38, 0.65, 0.63], [0.02, -1.31, -1.19], [2.12, -0.74, 0.65], [1.84, 0.02, -0.87], [0.88, 1.53, 0.98], [-0.32, 1.83, -1.13], [-1.60, -1.24, 0.78], [-0.17, 0.30, 1.51]]}


*B*
{"formula": "C3H7NOS", "method": "the ωB97M-V functional and the def2-TZVPD basis", "charge": 0, "homo_lumo_gap_ev": 9.7, "e_homo_ev": -8.9, "elements": ["S", "O", "N", "C", "C", "C", "H", "H", "H", "H", "H", "H", "H"], "coordinates": [[-1.39, -0.18, -0.41], [-2.36, -0.57, 0.64], [0.85, -1.82, -0.07], [0.84, 0.79, -0.03], [-0.52, 1.44, -0.29], [0.24, -0.55, 0.31], [1.54, 1.16, 0.80], [0.24, -2.50, 0.36], [-0.61, 1.88, -1.19], [-1.04, 2.02, 0.45], [1.38, 0.82, -0.89], [0.01, -0.61, 1.36], [0.83, -1.88, -1.04]]}


*C*
{"formula": "C3H7NOS", "method": "the ωB97M-V functional and the def2-TZVPD basis", "charge": 0, "homo_lumo_gap_ev": 9.1, "e_homo_ev": -8.8, "elements": ["S", "O", "N", "C", "C", "C", "H", "H", "H", "H", "H", "H", "H"], "coordinates": [[0.96, -0.67, -0.77], [-0.32, 2.03, -0.39], [-1.21, 0.98, 0.00], [-0.55, -0.14, 0.11], [-1.46, -1.37, 0.07], [2.21, 0.30, 0.39], [3.17, -0.30, 0.79], [-1.18, -2.70, 0.22], [-1.95, -1.47, -1.20], [-2.35, -0.97, 0.83], [-1.08, 2.73, -1.13], [1.50, 0.32, 1.19], [2.27, 1.26, -0.12]]}


Stability ranking, top and bottom: *A* is the most stable and *C* is the least stable.


*A*
{"formula": "C2H4N2", "method": "the ωB97M-V functional and the def2-TZVPD basis", "charge": 0, "homo_lumo_gap_ev": 10.8, "e_homo_ev": -9.8, "smiles": "C=NN=C", "elements": ["N", "N", "C", "C", "H", "H", "H", "H"], "coordinates": [[-0.68, -0.92, -0.39], [0.61, -0.88, 0.28], [1.38, 0.01, -0.16], [-1.46, 0.02, 0.14], [2.38, 0.05, 0.36], [1.32, 0.90, -0.84], [-1.11, 0.37, 0.99], [-2.45, 0.45, -0.37]]}


*B*
{"formula": "C2H4N2", "method": "the ωB97M-V functional and the def2-TZVPD basis", "charge": 0, "homo_lumo_gap_ev": 10.0, "e_homo_ev": -9.0, "smiles": "C#CNN", "elements": ["N", "N", "C", "C", "H", "H", "H", "H"], "coordinates": [[-1.02, -0.38, 0.50], [0.42, -0.11, 0.66], [1.63, -0.16, -1.69], [1.11, -0.26, -0.62], [-1.53, 0.47, 0.70], [-1.23, -1.19, 1.13], [0.49, 0.81, 1.04], [1.86, -0.30, -2.69]]}


*C*
{"formula": "C2H4N2", "method": "the ωB97M-V functional and the def2-TZVPD basis", "charge": 0, "homo_lumo_gap_ev": 11.1, "e_homo_ev": -10.5, "smiles": "N#CCN", "elements": ["N", "N", "C", "C", "H", "H", "H", "H"], "coordinates": [[-1.01, 0.70, -0.26], [2.43, 0.41, -0.38], [1.38, 0.02, -0.19], [0.07, -0.55, 0.06], [-0.11, -1.44, -0.61], [0.14, -0.78, 1.10], [-2.02, 0.33, -0.36], [-0.90, 1.31, 0.64]]}


*D*
{"formula": "C2H4N2", "method": "the ωB97M-V functional and the def2-TZVPD basis", "charge": 0, "homo_lumo_gap_ev": 5.5, "e_homo_ev": -6.9, "elements": ["N", "N", "C", "C", "H", "H", "H", "H"], "coordinates": [[1.41, -0.65, -0.08], [0.68, 0.46, 0.08], [-0.74, 0.39, -0.02], [-1.63, -0.47, 0.04], [2.27, -0.27, 0.24], [1.07, 1.38, -0.17], [-1.03, 1.50, -0.14], [-2.76, -0.73, -0.08]]}


Stability ranking, top and bottom: *C* is the most stable and *D* is the least stable.


*A*
{"formula": "C2H4N2", "method": "the ωB97M-V functional and the def2-TZVPD basis", "charge": 0, "homo_lumo_gap_ev": [8.2, 8.3], "e_homo_ev": [-8.3, -9.0], "elements": ["N", "N", "C", "C", "H", "H", "H", "H"], "coordinates": [[1.36, -0.58, -0.16], [0.36, -0.13, 0.68], [-0.84, 0.02, 0.28], [-2.01, -0.06, -0.11], [0.41, 2.11, 0.51], [2.11, -1.03, 0.34], [-2.96, -0.19, -0.52], [1.56, -0.14, -1.01]]}


*B*
{"formula": "C2H4N2", "method": "the ωB97M-V functional and the def2-TZVPD basis", "charge": 0, "homo_lumo_gap_ev": [9.2, 9.5], "e_homo_ev": [-9.5, -9.7], "elements": ["N", "N", "C", "C", "H", "H", "H", "H"], "coordinates": [[0.36, 1.41, 0.80], [0.84, 1.07, -0.47], [0.11, -0.29, -0.54], [0.88, 0.09, 0.62], [1.81, -0.40, 0.88], [-1.46, 0.90, 0.71], [-0.90, -0.07, -0.33], [0.45, -0.91, -1.34]]}


*C*
{"formula": "C2H4N2", "method": "the ωB97M-V functional and the def2-TZVPD basis", "charge": 0, "homo_lumo_gap_ev": [7.8, 10.2], "e_homo_ev": [-7.4, -9.3], "elements": ["N", "N", "C", "C", "H", "H", "H", "H"], "coordinates": [[-0.42, 0.27, -0.84], [1.72, 0.23, 0.09], [-1.23, 0.69, 0.18], [-1.10, -0.62, 0.06], [2.28, 0.32, -0.70], [1.54, -0.89, 0.16], [-1.38, 1.67, 0.71], [-1.40, -1.67, 0.34]]}


*D*
{"formula": "C2H4N2", "method": "the ωB97M-V functional and the def2-TZVPD basis", "charge": 0, "homo_lumo_gap_ev": 11.3, "e_homo_ev": -10.2, "smiles": "C1[C@@H]2NN12", "elements": ["N", "N", "C", "C", "H", "H", "H", "H"], "coordinates": [[-0.44, -0.91, -0.25], [-1.22, 0.15, 0.48], [-0.33, 0.46, -0.61], [0.87, -0.33, 0.03], [-0.51, 1.06, -1.49], [0.90, -0.01, 1.10], [1.60, -0.66, -0.63], [-0.88, 0.24, 1.37]]}


Stability ranking, top and bottom: *D* is the most stable and *A* is the least stable.